{"formula": "C40H67F5O22", "method": "wB97M-V/def2-TZVPD", "energy_ha": -3718.90666, "homo_ev": -9.21, "smiles": "O=C1OC[C@@H](F)O1.O=C1OC[C@@H](F)O1.O=C1OC[C@@H](F)O1.O=C1OC[C@@H](F)O1.O=C1OC[C@@H](F)O1.C1CCOC1.C1CCOC1.C1CCOC1.C1CCOC1.C1CCOC1.C1CCOC1.CO", "species": ["C", "C", "O", "C", "O", "O", "F", "H", "H", "H", "C", "C", "O", "C", "O", "O", "F", "H", "H", "H", "C", "C", "O", "C", "O", "O", "F", "H", "H", "H", "C", "C", "O", "C", "O", "O", "F", "H", "H", "H", "C", "C", "O", "C", "O", "O", "F", "H", "H", "H", "C", "C", "C", "O", "C", "H", "H", "H", "H", "H", "H", "H", "H", "C", "C", "C", "O", "C", "H", "H", "H", "H", "H", "H", "H", "H", "C", "C", "C", "O", "C", "H", "H", "H", "H", "H", "H", "H", "H", "C", "C", "C", "O", "C", "H", "H", "H", "H", "H", "H", "H", "H", "C", "C", "C", "O", "C", "H", "H", "H", "H", "H", "H", "H", "H", "C", "C", "C", "O", "C", "H", "H", "H", "H", "H", "H", "H", "H", "C", "O", "H", "H", "H", "H"], "xyz": [[29.071, -10.953, 21.497], [27.703, -11.587, 21.744], [28.010, -12.917, 21.375], [29.302, -13.158, 21.718], [29.765, -14.231, 21.831], [29.964, -11.978, 21.892], [26.814, -11.059, 20.854], [29.197, -9.979, 21.964], [29.154, -10.812, 20.416], [27.280, -11.576, 22.748], [24.645, -8.563, 19.997], [25.513, -7.679, 20.876], [25.533, -6.442, 20.203], [25.135, -6.639, 18.927], [25.146, -5.827, 18.051], [24.757, -7.905, 18.737], [26.811, -8.182, 20.914], [23.611, -8.678, 20.320], [25.092, -9.552, 19.918], [25.269, -7.560, 21.931], [27.861, -10.795, 16.359], [27.378, -10.411, 17.736], [26.166, -11.131, 17.825], [25.723, -11.435, 16.578], [24.645, -11.860, 16.303], [26.706, -11.283, 15.696], [27.140, -9.054, 17.741], [28.618, -11.581, 16.377], [28.344, -9.973, 15.833], [28.063, -10.633, 18.543], [21.969, -15.380, 14.599], [22.072, -14.340, 15.710], [22.449, -15.115, 16.820], [22.255, -16.446, 16.570], [22.355, -17.301, 17.371], [21.942, -16.629, 15.277], [20.928, -13.652, 15.943], [22.781, -15.315, 13.870], [21.095, -15.346, 13.945], [22.905, -13.662, 15.519], [26.306, -7.176, 15.081], [25.394, -6.099, 14.562], [25.340, -6.379, 13.175], [25.544, -7.676, 12.994], [25.376, -8.278, 11.985], [25.959, -8.239, 14.167], [25.914, -4.869, 14.746], [26.280, -7.458, 16.129], [27.358, -6.897, 14.936], [24.433, -6.210, 15.069], [27.830, -15.010, 17.047], [27.258, -16.376, 16.726], [25.975, -16.335, 17.523], [26.306, -15.697, 18.760], [27.325, -14.716, 18.459], [27.379, -14.294, 16.351], [28.906, -14.973, 16.884], [27.951, -17.153, 17.052], [27.065, -16.499, 15.659], [25.499, -17.285, 17.773], [25.176, -15.772, 17.018], [28.101, -14.727, 19.228], [26.861, -13.730, 18.571], [22.062, -9.564, 16.059], [21.220, -8.554, 16.836], [21.896, -7.242, 16.394], [22.271, -7.429, 15.027], [22.246, -8.838, 14.736], [21.512, -10.504, 15.998], [22.997, -9.751, 16.591], [21.305, -8.657, 17.918], [20.180, -8.532, 16.517], [22.762, -6.972, 17.002], [21.136, -6.457, 16.411], [23.100, -9.164, 14.144], [21.328, -9.027, 14.168], [30.250, -12.919, 12.753], [31.283, -13.684, 13.587], [30.445, -14.313, 14.690], [29.255, -14.704, 14.042], [28.971, -13.771, 12.999], [30.430, -12.817, 11.688], [30.070, -11.951, 13.229], [32.081, -13.058, 13.999], [31.816, -14.368, 12.921], [30.269, -13.563, 15.469], [31.009, -15.156, 15.090], [28.153, -13.075, 13.186], [28.847, -14.450, 12.153], [24.063, -13.018, 19.831], [23.999, -12.269, 21.139], [22.755, -12.772, 21.873], [22.525, -14.056, 21.302], [23.450, -14.357, 20.248], [25.079, -13.082, 19.450], [23.433, -12.586, 19.048], [24.098, -11.180, 21.120], [24.870, -12.575, 21.731], [21.866, -12.160, 21.722], [23.084, -12.875, 22.910], [22.863, -14.829, 19.463], [24.243, -15.032, 20.581], [32.176, -11.431, 16.673], [32.195, -12.639, 17.637], [30.813, -12.524, 18.324], [30.345, -11.210, 18.067], [31.379, -10.417, 17.449], [31.558, -11.820, 15.863], [33.208, -11.166, 16.458], [32.948, -12.483, 18.413], [32.414, -13.581, 17.139], [30.955, -12.730, 19.390], [30.105, -13.285, 17.985], [31.901, -9.871, 18.238], [30.917, -9.724, 16.744], [29.171, -9.345, 12.051], [30.600, -9.588, 11.588], [31.424, -9.416, 12.893], [30.460, -9.300, 13.966], [29.256, -8.764, 13.440], [28.626, -10.291, 12.043], [28.668, -8.713, 11.318], [30.878, -8.897, 10.794], [30.813, -10.592, 11.224], [32.029, -8.506, 12.871], [31.991, -10.296, 13.190], [29.246, -7.675, 13.586], [28.375, -9.091, 14.003], [25.490, -14.068, 14.029], [25.370, -14.455, 12.672], [26.518, -13.806, 14.287], [24.916, -13.169, 14.247], [25.115, -14.859, 14.686], [25.989, -15.167, 12.490]], "atomic_forces_ev_per_a": [[-0.88, 0.57, -0.24], [0.83, 0.19, -1.01], [-0.66, -0.16, 0.38], [0.00, 0.50, -0.16], [0.48, -0.55, 0.01], [0.01, -0.16, 0.29], [-0.09, -0.30, 0.22], [0.45, -0.32, 0.45], [0.03, 0.05, -0.02], [-0.05, 0.21, -0.03], [0.67, -0.42, 0.05], [0.56, 0.01, 0.39], [-0.05, -0.27, 0.65], [0.18, 0.39, -1.28], [0.10, -0.09, 0.62], [-0.77, -0.41, 0.14], [-0.21, 0.17, -0.29], [-0.05, 0.36, -0.05], [-0.01, 0.01, -0.08], [-0.46, 0.23, -0.28], [1.29, -0.47, -0.21], [0.05, -0.29, -0.82], [-0.06, 0.77, 0.74], [-0.17, -0.64, -0.40], [-0.04, 0.15, 0.46], [0.16, 0.49, -0.43], [-0.31, -0.02, 0.31], [-0.19, -0.15, 0.27], [-0.46, 0.18, -0.05], [-0.24, -0.17, 0.11], [-0.60, -0.09, -1.00], [1.29, -0.35, -0.59], [-0.39, 0.09, 0.14], [-0.20, 0.43, -0.39], [0.18, -0.46, 0.58], [0.20, -0.01, -0.10], [-0.10, -0.14, 0.12], [0.47, -0.16, 0.52], [-0.35, 0.38, 0.54], [-0.40, 0.45, 0.15], [1.09, -0.18, -0.58], [0.24, -0.22, 1.15], [-0.53, 1.07, 0.14], [0.09, -1.03, 0.22], [0.12, 0.06, 0.07], [0.34, -0.30, 0.31], [-0.10, 0.21, -0.15], [-0.92, -0.21, -0.11], [-0.07, 0.10, -0.38], [-0.37, 0.52, -0.56], [-0.19, 0.60, -0.52], [-0.18, -0.17, -0.23], [-0.68, -0.37, 0.64], [0.68, 0.23, -0.41], [-0.29, 0.11, 0.65], [0.15, 0.06, 0.02], [0.00, 0.07, 0.33], [-0.25, -0.16, 0.12], [0.12, -0.04, 0.00], [0.35, -0.14, -0.02], [0.26, 0.27, -0.18], [-0.01, -0.47, 0.00], [0.06, 0.11, -0.37], [-0.35, -0.09, 0.55], [1.12, 0.81, 0.00], [-1.11, -0.04, -0.16], [0.62, -0.39, 0.16], [-0.95, -0.36, -0.01], [0.28, -0.12, -0.37], [0.08, 0.03, -0.12], [-0.26, -0.18, 0.01], [-0.04, -0.22, 0.08], [0.01, -0.02, 0.01], [0.38, 0.32, 0.11], [0.16, 0.25, 0.09], [0.20, 0.02, -0.33], [-0.72, -0.25, 1.29], [0.79, 0.70, -0.73], [0.87, 0.18, -0.86], [-0.29, 0.17, 0.88], [1.23, -0.38, -0.97], [0.30, 0.08, 0.06], [0.18, 0.18, -0.34], [-0.19, 0.19, -0.01], [-0.28, -0.55, 0.38], [-0.15, -0.09, 0.17], [-0.57, -0.25, 0.27], [-0.40, -0.54, 0.12], [-0.77, 0.55, -0.28], [-0.69, -0.04, -0.39], [0.64, 0.64, 0.64], [1.18, -0.53, -0.78], [-0.25, -0.18, 0.26], [0.15, 0.20, -0.01], [-0.03, -0.18, -0.02], [0.07, 0.24, 0.07], [-0.32, -0.03, -0.34], [-0.05, -0.14, 0.00], [-0.01, 0.11, 0.28], [-0.84, 0.04, 0.27], [0.22, -0.09, -0.08], [-0.17, -0.12, 0.14], [0.28, -1.42, 1.13], [-0.08, 0.68, 0.59], [0.90, -0.96, 0.06], [-0.42, 0.29, 0.09], [-0.55, -0.20, -0.30], [0.39, 0.75, -0.67], [-0.23, 0.27, -0.63], [0.14, -0.09, -0.14], [-0.22, -0.07, 0.01], [-0.19, 0.38, 0.10], [-0.21, 0.29, -0.31], [0.35, -0.04, -0.17], [-0.17, 0.17, 0.31], [-0.54, 0.01, -1.37], [0.99, -0.12, 0.61], [-0.82, 0.27, 0.35], [-0.06, -0.14, 0.22], [-0.30, -0.07, 0.46], [-0.10, 0.08, 0.31], [-0.18, 0.09, 0.26], [0.22, 0.11, 0.19], [-0.45, -0.01, -0.20], [0.21, -0.14, 0.03], [0.40, 0.13, -0.37], [0.23, 0.08, -0.76], [0.33, -0.26, 0.23], [0.13, -0.05, 0.26], [-0.25, 0.29, -0.14], [0.04, -0.27, 0.11], [-0.22, -0.03, -0.47], [0.19, -0.03, 0.18], [0.04, -0.01, 0.10]], "lowdin_charge": [-0.059, -0.280, 0.117, -0.564, 0.201, 0.073, 0.053, 0.145, 0.118, 0.178, -0.047, -0.256, 0.151, -0.561, 0.172, 0.059, 0.030, 0.145, 0.108, 0.171, -0.047, -0.262, 0.118, -0.546, 0.158, 0.094, 0.060, 0.129, 0.123, 0.135, -0.048, -0.305, 0.109, -0.563, 0.189, 0.086, 0.078, 0.125, 0.143, 0.139, -0.047, -0.308, 0.164, -0.577, 0.173, 0.037, 0.090, 0.114, 0.132, 0.157, -0.166, -0.151, -0.194, -0.125, -0.173, 0.094, 0.089, 0.121, 0.110, 0.128, 0.106, 0.110, 0.090, -0.167, -0.155, -0.195, -0.148, -0.177, 0.112, 0.097, 0.107, 0.114, 0.098, 0.119, 0.115, 0.121, -0.144, -0.161, -0.221, -0.136, -0.176, 0.111, 0.090, 0.099, 0.117, 0.094, 0.130, 0.107, 0.126, -0.149, -0.184, -0.189, -0.134, -0.171, 0.082, 0.116, 0.088, 0.101, 0.116, 0.114, 0.110, 0.118, -0.153, -0.141, -0.184, -0.180, -0.165, 0.087, 0.123, 0.111, 0.107, 0.110, 0.100, 0.128, 0.112, -0.155, -0.149, -0.162, -0.172, -0.211, 0.111, 0.118, 0.108, 0.086, 0.116, 0.106, 0.124, 0.087, -0.159, -0.102, 0.049, 0.069, 0.072, 0.076]}